# 1
{
  "formula": "C4H12N4O8",
  "method": "wB97M-V/def2-TZVPD",
  "largest_force_ev_per_a": 7.11,
  "e_above_lowest_kcal_mol": 207.5,
  "homo_energy_ev": -9.56,
  "elements": ["O", "O", "H", "H", "H", "N", "H", "N", "H", "N", "H", "H", "H", "O", "H", "O", "O", "O", "H", "C", "O", "H", "N", "C", "C", "O", "H", "C"],
  "xyz": [[-1.997, -1.175, -0.069], [1.536, -1.749, -2.221], [-1.991, 1.617, -0.695], [-0.690, 0.781, 0.205], [-0.667, -1.428, -1.148], [1.065, -0.635, -1.963], [-0.834, -0.648, -2.861], [1.068, 1.740, 0.635], [-1.247, -1.700, 1.090], [0.460, -0.693, 1.402], [-0.759, 0.259, -1.247], [0.150, -2.759, 0.787], [3.230, 1.599, 0.439], [0.204, 0.201, 2.195], [2.354, 1.805, -1.107], [1.695, 0.450, -1.927], [1.278, -0.578, 0.452], [-3.653, -0.051, 0.874], [2.258, 0.254, -0.283], [-0.462, -0.608, -1.837], [1.140, 1.737, 1.851], [-0.221, -2.474, 2.426], [-2.476, -0.154, 0.370], [2.338, 1.330, -0.126], [-1.733, 1.095, 0.227], [0.094, 2.068, -0.032], [-1.881, 1.708, 1.116], [-0.260, -1.995, 1.448]],
  "forces_ev_per_a": [[-3.022, 0.365, 0.135], [-0.084, 1.763, 0.719], [-0.229, -0.252, 0.203], [-2.206, -0.509, 0.055], [0.453, -0.138, -1.752], [-0.026, 0.552, -2.232], [-0.139, -0.195, 0.299], [4.573, 2.054, 0.041], [0.649, -1.234, 1.349], [0.784, -1.040, 0.191], [0.663, -0.252, -1.637], [0.348, 0.711, -0.451], [-0.378, 0.144, 0.532], [-2.492, -6.632, 0.602], [0.175, 0.967, 1.291], [-2.786, -4.550, -3.605], [-3.450, -2.855, 3.489], [3.575, -0.953, -1.286], [1.976, 2.278, 0.294], [2.190, -0.098, 0.366], [1.764, 4.661, -2.597], [-0.151, 0.782, 0.314], [-5.953, 1.589, 0.868], [1.491, 2.282, 0.742], [-0.532, -1.176, 1.403], [2.691, 2.827, -0.199], [-0.333, -0.195, -0.268], [0.451, -0.898, 1.131]]
}



# 2
{
  "formula": "C4H12N5O",
  "method": "wB97M-V/def2-TZVPD",
  "total_charge": 1,
  "largest_force_ev_per_a": 5.13,
  "e_above_lowest_kcal_mol": 82.9,
  "homo_energy_ev": [-12.24, -12.24],
  "elements": ["C", "H", "C", "H", "H", "H", "N", "H", "O", "H", "N", "H", "N", "N", "H", "C", "H", "N", "H", "H", "H", "C"],
  "xyz": [[-3.538, 0.542, 0.798], [2.127, -0.486, 1.935], [1.377, -0.939, 1.265], [0.166, -2.358, -0.600], [0.635, -1.238, -1.989], [3.798, 2.492, 0.791], [3.040, 2.275, 0.125], [0.465, -0.679, 1.761], [2.028, 0.589, -1.793], [-3.295, -0.316, -1.584], [-2.408, 0.311, 0.045], [-3.331, 0.384, 1.838], [2.888, 1.025, 0.244], [-2.311, -0.177, -1.030], [2.446, 1.482, -1.946], [1.986, 0.368, -0.506], [-0.726, -0.762, -0.916], [1.254, -0.655, -0.091], [-4.387, -0.105, 0.346], [1.356, -2.009, 1.594], [-3.905, 1.571, 0.678], [0.336, -1.312, -0.963]],
  "forces_ev_per_a": [[-3.858, -0.263, -1.300], [0.189, 0.230, -1.383], [-1.192, -2.238, 4.464], [0.434, 0.899, -0.480], [0.414, -0.281, -0.369], [-0.020, 0.245, -0.367], [-0.555, -2.497, 0.098], [-0.957, 0.738, 0.250], [0.012, 1.498, -0.659], [1.552, -0.061, 1.400], [3.086, 0.757, 2.474], [-0.081, -0.305, 0.412], [1.714, 2.424, 2.651], [-2.888, -0.493, -4.001], [-0.446, -1.013, -0.046], [-1.763, -2.061, -2.484], [2.351, -1.184, -0.209], [3.290, 2.914, -0.871], [0.879, 0.727, 1.106], [0.536, 0.356, -1.350], [0.392, -0.006, 0.038], [-3.088, -0.387, 0.629]]
}



# 3
{
  "formula": "C4H12NO",
  "method": "wB97M-V/def2-TZVPD",
  "total_charge": -1,
  "largest_force_ev_per_a": 1.99,
  "e_above_lowest_kcal_mol": 17.2,
  "homo_energy_ev": -2.79,
  "elements": ["H", "H", "C", "H", "H", "H", "H", "C", "H", "H", "C", "H", "H", "N", "H", "C", "O", "H"],
  "xyz": [[-0.420, -3.205, 0.595], [-1.815, 1.387, 1.637], [0.519, -3.186, 0.108], [1.368, -3.703, 0.563], [-0.161, 0.428, 0.177], [-2.300, 1.710, -0.016], [1.890, -1.634, -0.517], [-1.512, 1.896, 0.733], [0.421, -3.501, -0.902], [-0.283, 2.009, -1.749], [0.912, -1.708, 0.023], [0.311, 3.289, -0.580], [-1.533, 2.977, 0.910], [-0.165, 1.504, 0.390], [1.155, -1.418, 1.050], [0.316, 2.183, -0.846], [-0.076, -0.925, -0.536], [1.375, 1.899, -1.041]],
  "forces_ev_per_a": [[-0.840, -0.535, 0.792], [-0.105, -0.134, 0.368], [1.532, 1.165, -0.453], [-0.362, -0.496, 0.377], [0.165, 0.791, -0.233], [0.096, -0.204, -0.258], [-0.076, -0.115, -0.057], [0.372, 0.463, -0.340], [-0.315, -0.667, -0.946], [-0.074, -0.058, 0.031], [-0.611, 0.639, -0.561], [0.028, -0.897, -0.695], [-0.137, 0.181, 0.214], [0.148, -0.487, -0.992], [0.150, 0.358, 0.612], [0.279, 0.711, 1.839], [0.521, -0.766, 0.227], [-0.772, 0.050, 0.074]]
}



# 4
{
  "formula": "C4H12NO",
  "method": "wB97M-V/def2-TZVPD",
  "spin_multiplicity": 2,
  "largest_force_ev_per_a": 2.27,
  "e_above_lowest_kcal_mol": 32.9,
  "homo_energy_ev": [-8.82, -10.28],
  "elements": ["H", "H", "H", "H", "H", "H", "C", "H", "H", "H", "N", "H", "O", "C", "H", "H", "C", "C"],
  "xyz": [[-1.571, -1.583, 0.157], [-1.003, 0.202, -1.966], [0.813, 0.844, 0.440], [-3.409, -0.183, -0.471], [4.361, 0.344, 0.548], [-3.246, -0.113, 1.363], [0.620, 0.711, -0.636], [2.929, 0.300, -0.170], [1.664, 0.723, -2.273], [1.048, -1.205, 1.400], [1.715, 0.967, -1.281], [-0.767, -0.194, 1.043], [3.454, 0.053, 0.623], [-2.794, 0.136, 0.353], [-2.695, 1.226, 0.431], [0.933, -1.909, 1.188], [-1.369, -0.501, 0.184], [-0.682, 0.181, -0.933]],
  "forces_ev_per_a": [[0.815, 0.236, -0.315], [-0.309, -0.214, 0.003], [-0.431, 0.043, -0.083], [-0.515, 0.160, -0.116], [0.005, 0.207, -0.366], [0.372, -0.278, -1.291], [0.481, -0.002, 1.204], [0.765, 0.350, 0.203], [-0.215, 0.219, -0.019], [0.161, -0.288, 0.007], [-0.841, -0.377, -1.067], [-0.369, -0.751, 0.210], [-0.438, -0.505, 0.422], [0.589, 0.165, 1.782], [-0.144, -0.142, -0.551], [0.073, 0.085, 0.087], [-1.628, 1.444, 0.645], [1.629, -0.352, -0.754]]
}